Molecular formula: C30H27NO6
Method: DFT, the ωB97M-V functional and the def2-TZVPD basis

The geometry in XYZ format:
```
64
Properties=species:S:1:pos:R:3:forces:R:3:mulliken_charge:R:1
H -0.7177 1.3285 -0.5178 -0.2 0.0 -0.1 0.534
C 1.0821 0.3437 -1.1424 0.0 -0.1 -0.2 0.291
C -0.4350 -2.7529 0.7544 0.0 0.0 0.4 -0.167
C 0.9066 1.7510 0.7975 0.0 0.0 0.0 -0.646
C 2.0500 -2.1903 1.8489 0.4 -0.6 -0.2 0.680
H 3.3751 -0.9083 2.9298 0.0 0.1 0.1 0.421
H 5.0694 -4.5562 1.4680 0.1 -0.1 0.0 0.399
H -3.1318 3.4810 0.9246 -0.1 0.0 0.1 0.379
C -2.8306 3.3827 -1.1882 -0.1 0.0 0.0 0.599
C -2.8637 -0.9271 -0.6948 0.2 -0.5 0.4 1.181
H -0.9136 -4.0622 -1.5440 -0.1 0.0 -0.1 0.558
C -1.3095 4.4461 0.3420 0.0 0.1 0.0 -0.702
C -2.4823 3.7501 0.1049 -0.1 0.0 0.0 -0.200
H 3.8006 1.6537 2.5693 -0.1 0.1 -0.1 0.353
H 3.0141 -0.5038 -1.4916 0.1 -0.1 -0.1 0.434
H -2.6423 -3.6910 -1.7304 0.0 0.0 0.0 0.428
C -1.3428 -2.0407 -2.1278 0.1 -0.7 -0.6 -0.035
C -3.6254 0.3379 -0.4626 0.0 0.0 -0.2 0.036
O -2.3288 -1.0410 -1.9575 -0.3 0.3 0.3 -0.504
C 1.8957 -3.4037 1.1730 0.1 0.2 0.1 0.334
C 4.2201 -3.8988 1.5737 0.0 -0.2 -0.1 -0.735
H -0.8687 -0.8272 1.5744 0.0 0.0 0.0 0.659
N -3.6745 1.1496 -1.5403 0.0 -0.1 -0.4 -0.032
H -3.1588 -1.6124 1.2373 -0.1 0.2 0.1 0.479
C 3.0006 -4.2504 1.0440 0.0 0.1 0.0 -0.702
C -0.4667 4.7668 -0.7086 0.1 0.1 0.0 -0.361
O 1.9702 2.0599 3.4475 -0.3 -0.1 0.3 -0.584
C -4.0599 2.5436 -1.4382 0.0 0.0 0.2 -1.555
H 5.3140 -2.4212 2.6798 0.1 0.0 0.0 0.433
O -0.0941 -1.6137 -1.6829 -0.1 0.0 -0.1 -0.012
C -1.9811 3.7103 -2.2379 -0.1 0.0 0.0 -0.292
H 0.4522 5.3024 -0.5225 0.1 0.0 0.0 0.407
H -2.2297 -3.8722 0.6350 0.0 0.1 -0.1 0.729
H -1.3321 -2.2150 -3.2190 0.0 0.1 0.3 0.304
H -2.2445 3.4272 -3.2481 0.0 0.0 -0.1 0.421
C 0.4156 -0.4119 -2.2585 0.0 0.1 -0.1 -1.296
H -3.1595 0.8611 -2.3585 0.0 0.0 0.1 0.291
C -0.1515 -1.6228 1.4285 -0.5 -0.4 -0.2 -0.256
C 2.8387 2.1387 2.3410 0.3 0.1 -0.2 -0.894
O -4.1215 0.6054 0.6151 0.0 0.1 0.2 -0.708
C 2.4247 0.1405 -0.8560 -0.1 0.0 -0.1 -0.752
H 1.1291 -0.6718 -3.0516 -0.1 0.1 0.1 0.437
C 3.2848 -1.8426 2.3993 -0.2 0.1 0.0 -0.713
O 0.3898 -4.8855 0.1123 0.0 0.0 0.0 -0.739
H 4.0489 0.5626 0.4659 0.1 0.0 0.1 0.403
H -0.1496 4.6457 -2.8222 0.1 0.0 -0.1 0.416
C -1.6847 -3.3166 -1.3661 0.1 0.4 -0.1 -1.502
C 0.5882 -3.7929 0.6203 0.0 0.3 0.2 0.295
C -1.7958 -2.9998 0.1330 0.1 0.0 -0.2 0.618
H -4.5604 2.8396 -2.3638 0.0 0.0 0.1 0.480
C 2.2475 1.5379 1.0915 0.1 0.0 0.1 0.394
O 1.0205 -1.3232 2.0066 0.3 0.1 0.1 -0.360
H 3.0282 3.2075 2.1943 0.1 -0.1 0.0 0.390
H 2.8571 -5.1826 0.5189 0.0 -0.1 0.0 0.520
H -4.7556 2.6206 -0.6003 0.0 0.1 -0.2 0.446
C -0.8042 4.3978 -1.9995 0.1 0.0 -0.1 -0.597
H -0.4021 0.1765 -2.6876 0.1 0.0 0.0 0.409
C -2.6806 -1.8055 0.2909 -0.1 0.1 -0.3 -1.427
C 0.3291 1.1610 -0.3092 0.1 0.0 0.0 0.349
C 3.0044 0.7362 0.2489 0.0 0.2 0.1 -0.806
C 4.3585 -2.6926 2.2566 -0.1 0.1 0.0 -0.404
H -1.0512 4.7364 1.3498 0.0 0.0 0.1 0.443
H 1.6209 1.1621 3.4987 0.0 0.0 0.0 0.365
H 0.3135 2.3718 1.4519 -0.1 0.1 0.1 0.663
```
Forces are in eV/Å.

For the strongest force on any atom, the calculation gives 0.01869 Eh/bohr. Its SMILES is O=C(NCc1ccccc1)C1=C[C@H](c2coc3ccccc3c2=O)C[C@H](OCc2ccc(CO)cc2)O1. Its charge is 0. As for the highest occupied orbital energy: -8.8 eV. Its calculated total energy is -45323.579 eV. The value obtained for the HOMO-LUMO gap is 9.04 eV.